Record 1
Molecular formula: C21H33BeN3O7P2
Method: DFT, ωB97M-V/def2-TZVPD

The geometry in XYZ format:
```
67
C21H33BeN3O7P2, DFT ωB97M-V/def2-TZVPD
P -0.125 -2.160 -3.188
P -0.095 1.885 -3.107
C -0.643 -0.763 -4.250
C 0.194 0.538 -4.321
H -1.710 -0.555 -4.053
H -0.597 -1.217 -5.255
H 1.278 0.332 -4.415
H -0.076 1.028 -5.273
C -1.539 2.798 -3.705
H -1.846 3.532 -2.948
H -2.380 2.117 -3.894
H -1.281 3.325 -4.632
C 1.344 2.962 -3.239
H 1.123 3.738 -3.979
H 2.237 2.402 -3.549
H 1.547 3.432 -2.267
C -1.465 -3.351 -3.127
H -1.366 -4.003 -2.248
H -1.433 -3.970 -4.035
H -2.430 -2.827 -3.083
C 1.277 -2.935 -4.023
H 2.062 -2.197 -4.239
H 0.931 -3.368 -4.969
H 1.707 -3.735 -3.408
Be -1.089 -1.350 2.608
C 0.774 1.958 -0.649
C -0.459 1.610 -1.373
C -1.255 0.266 -1.133
C -0.543 -0.965 -0.602
C 0.454 -1.736 -1.537
C 1.819 -1.250 -1.463
C 2.181 0.128 -1.577
C 1.854 1.049 -0.339
C -0.485 -2.845 2.124
H 0.790 2.935 -0.166
H -1.188 2.404 -1.108
H -1.845 0.005 -2.026
H -2.032 0.528 -0.389
H -0.012 -0.702 0.322
H -1.329 -1.681 -0.291
H 0.488 -2.767 -1.119
H 2.598 -2.015 -1.469
H 1.633 0.568 -2.440
H 3.253 0.241 -1.818
H 1.700 0.440 0.573
H 2.758 1.655 -0.122
H 0.318 -3.062 2.836
H -0.043 -2.901 1.128
H -1.243 -3.628 2.236
O -1.264 1.210 8.962
N -0.295 1.525 8.241
O 0.677 2.188 8.660
C -0.296 1.110 6.855
C -1.374 0.368 6.353
C -1.379 -0.024 5.002
C -0.274 0.334 4.154
O -0.146 -0.174 2.953
C 0.731 1.187 4.679
C 0.778 1.491 6.035
N 1.761 1.720 3.781
O 2.922 1.788 4.235
O 1.429 2.112 2.650
N -2.505 -0.749 4.519
O -3.480 -0.956 5.227
O -2.517 -1.142 3.246
H -2.201 0.087 6.998
H 1.624 2.034 6.450
```

The calculation puts the total energy at -60081.7465 eV. Its highest occupied orbital energy (spin up / spin down) is -5.76 / -5.55 eV. For the energy relative to the best compared isomer or geometry (same formula, charge and spin), the calculation gives 29.3 kcal/mol. As for the LUMO energy (spin up / spin down): -0.02920 / -0.03040 hartree. For the frontier orbital gap (spin up / spin down), the calculation gives 5.0 / 4.7 eV.

Record 2
Molecular formula: C21H33Cl3O20S2
Method: DFT, ωB97M-V/def2-TZVPD

The geometry in XYZ format:
```
79
C21H33Cl3O20S2, DFT ωB97M-V/def2-TZVPD
C 2.176 1.495 -0.360
Cl 2.746 2.249 1.201
Cl 2.933 -0.128 -0.449
Cl 2.731 2.253 -1.832
H 1.087 1.505 -0.381
C -3.243 1.050 -5.592
C -3.944 0.175 -6.654
C -5.378 -0.325 -6.327
O -6.080 0.123 -7.416
C -5.328 0.752 -8.343
O -5.727 1.105 -9.449
O -4.104 0.944 -7.813
H -2.187 1.279 -5.730
H -3.316 0.559 -4.622
H -3.798 1.980 -5.472
H -3.421 -0.726 -6.976
H -5.817 0.262 -5.520
H -5.321 -1.389 -6.101
C 2.553 -2.275 6.850
C 2.013 -1.130 7.768
C 0.554 -0.887 7.632
O -0.062 -1.326 8.861
C 0.850 -1.618 9.781
O 0.656 -1.966 10.924
O 2.076 -1.419 9.190
H 2.706 -1.992 5.808
H 1.878 -3.130 6.817
H 3.526 -2.615 7.204
H 2.531 -0.174 7.693
H 0.221 -1.517 6.808
H 0.317 0.159 7.434
C -6.768 -6.361 1.510
C -5.508 -5.977 0.819
C -5.349 -5.927 -0.645
O -4.700 -4.746 -0.780
C -4.472 -4.091 0.322
O -4.025 -2.953 0.406
O -5.074 -4.728 1.273
H -7.590 -5.792 1.076
H -6.700 -6.318 2.597
H -7.069 -7.390 1.318
H -4.821 -6.729 1.206
H -6.342 -6.169 -1.024
H -4.683 -6.766 -0.844
C 2.836 -1.953 -7.765
C 3.616 -0.923 -8.549
C 4.947 -1.480 -9.083
O 4.845 -1.104 -10.409
C 3.691 -0.389 -10.654
O 3.424 0.290 -11.680
O 2.867 -0.398 -9.600
H 3.485 -2.474 -7.061
H 2.614 -2.816 -8.393
H 1.871 -1.727 -7.313
H 3.836 -0.159 -7.803
H 5.084 -2.537 -8.856
H 5.721 -0.858 -8.633
C 8.868 3.790 7.413
C 7.752 3.001 6.665
O 7.938 1.642 6.945
S 9.268 1.288 7.826
O 10.079 0.256 7.224
O 9.032 1.194 9.261
O 9.903 2.852 7.538
H 8.427 4.059 8.372
H 9.220 4.662 6.863
H 7.848 2.975 5.580
H 6.722 3.231 6.936
C -4.082 6.202 -0.028
C -5.114 6.532 1.088
O -4.664 5.893 2.253
S -3.003 5.912 2.294
O -2.553 4.671 2.818
O -2.509 7.155 2.875
O -2.861 6.045 0.679
H -4.264 6.914 -0.833
H -4.296 5.179 -0.338
H -6.104 6.168 0.817
H -5.175 7.581 1.380
```

The calculation puts the total energy at -122494.4120 eV. Its highest occupied orbital energy is -10.92 eV. For the energy relative to the best compared isomer or geometry (same formula, charge and spin), the calculation gives 16.5 kcal/mol. As for the LUMO energy: -0.00347 hartree. For the frontier orbital gap, the calculation gives 10.8 eV.

Record 3
Molecular formula: C21H33N2O
Method: DFT, ωB97M-V/def2-TZVPD

The geometry in XYZ format:
```
57
C21H33N2O, DFT ωB97M-V/def2-TZVPD
O -0.534 1.669 0.385
C 0.127 1.938 -0.637
N 0.222 3.182 -1.085
C -0.408 4.246 -0.312
H -0.856 4.954 -1.013
C 0.584 4.964 0.602
H 0.901 4.278 1.391
H 0.052 5.789 1.077
C 1.821 5.504 -0.117
C 2.757 4.394 -0.604
C 2.444 3.872 -2.009
H 3.012 2.956 -2.180
C 0.948 3.625 -2.257
H 0.818 2.919 -3.080
H 0.483 4.562 -2.569
H 2.780 4.600 -2.748
H 3.783 4.765 -0.615
H 2.723 3.572 0.115
H 2.365 6.128 0.594
H 1.528 6.144 -0.950
H -1.201 3.801 0.291
C 0.826 0.793 -1.372
H 1.031 1.065 -2.407
C -0.089 -0.439 -1.368
N -0.354 -0.837 0.029
C 0.895 -1.291 0.667
C 1.896 -0.142 0.716
C 2.149 0.423 -0.678
H 2.797 1.295 -0.608
H 2.660 -0.323 -1.290
H 2.832 -0.500 1.143
H 1.512 0.641 1.372
H 0.673 -1.624 1.680
H 1.295 -2.134 0.096
C -1.475 -1.790 0.160
C -2.006 -1.902 1.594
H -1.732 -1.011 2.162
H -3.095 -1.929 1.549
C -1.543 -3.165 2.338
C -1.907 -4.412 1.577
C -0.940 -5.137 0.894
C -1.284 -6.268 0.172
C -2.603 -6.684 0.124
C -3.574 -5.969 0.805
C -3.228 -4.840 1.525
H -3.988 -4.293 2.065
H -4.603 -6.295 0.780
H -2.872 -7.567 -0.435
H -0.520 -6.827 -0.347
H 0.097 -4.831 0.943
H -0.466 -3.149 2.511
H -2.032 -3.178 3.313
H -2.274 -1.435 -0.493
H -1.155 -2.772 -0.201
H -0.604 0.132 0.463
H -1.039 -0.199 -1.852
H 0.378 -1.267 -1.908
```

The calculation puts the total energy at -27335.9877 eV. Its highest occupied orbital energy is -11.57 eV. For the energy relative to the best compared isomer or geometry (same formula, charge and spin), the calculation gives 4.6 kcal/mol. As for the LUMO energy: -0.07539 hartree. The total charge is +1. For the frontier orbital gap, the calculation gives 9.5 eV.

Record 4
Molecular formula: C21H33N2O9P3Pd
Method: DFT, ωB97M-V/def2-TZVPD

The geometry in XYZ format:
```
69
C21H33N2O9P3Pd, DFT ωB97M-V/def2-TZVPD
Pd 0.356 0.365 0.202
O -0.307 4.562 1.796
P 0.422 3.375 1.018
O 1.494 3.884 0.126
O -0.649 2.469 0.509
O 1.104 2.538 2.283
P 1.887 1.170 2.131
O 2.841 1.139 3.383
O 2.565 1.108 0.798
O 0.891 0.002 2.223
H 0.253 5.345 1.800
H 3.616 1.700 3.270
C -3.370 0.474 0.517
C -2.633 -0.544 1.388
C -1.996 0.198 2.570
C -3.621 -1.554 1.987
P -1.261 -1.297 0.372
C -0.533 -2.716 1.265
C 0.827 -2.782 1.528
C 1.380 -3.906 2.126
C 0.583 -4.984 2.468
C -0.777 -4.940 2.201
C -1.326 -3.820 1.603
C -1.885 -2.102 -1.217
C -0.809 -3.109 -1.649
C -3.233 -2.822 -1.097
C -2.002 -1.073 -2.330
H -4.068 1.015 1.159
H -3.954 0.004 -0.275
H -2.683 1.208 0.092
H -2.813 0.545 3.206
H -1.425 1.063 2.243
H -1.348 -0.446 3.162
H -4.399 -0.980 2.496
H -3.143 -2.180 2.737
H -4.116 -2.190 1.259
H 1.471 -1.948 1.282
H 2.441 -3.926 2.324
H 1.017 -5.857 2.935
H -1.411 -5.777 2.456
H -2.385 -3.817 1.404
H -0.774 -3.986 -1.006
H 0.185 -2.655 -1.658
H -1.034 -3.436 -2.665
H -3.218 -3.649 -0.394
H -3.470 -3.242 -2.077
H -4.045 -2.147 -0.831
H -1.016 -0.681 -2.570
H -2.674 -0.252 -2.092
H -2.387 -1.573 -3.220
O 6.159 2.991 -0.539
C 5.266 3.894 -1.151
N 3.991 3.306 -1.452
C 3.647 2.963 -2.711
O 4.353 3.088 -3.697
C 2.244 2.432 -2.767
C 1.267 3.031 -3.538
C -0.045 2.634 -3.351
C -0.330 1.666 -2.409
N 0.620 1.017 -1.719
C 1.893 1.400 -1.905
H 6.329 2.279 -1.167
H 5.682 4.290 -2.084
H 5.127 4.703 -0.431
H 3.263 3.270 -0.735
H 1.527 3.824 -4.224
H -0.856 3.104 -3.885
H -1.349 1.422 -2.175
H 2.641 0.912 -1.300
```

The calculation puts the total energy at -75074.9111 eV. Its highest occupied orbital energy is -8.91 eV. As for the LUMO energy: -0.04298 hartree. For the frontier orbital gap, the calculation gives 7.7 eV.

Record 5
Molecular formula: C21H33N3O4S
Method: DFT, ωB97M-V/def2-TZVPD

The geometry in XYZ format:
```
62
C21H33N3O4S, DFT ωB97M-V/def2-TZVPD
C -2.369 -0.336 3.300
C -3.380 0.358 2.394
C -3.695 1.796 2.813
C -2.525 2.778 2.728
C -2.003 2.989 1.301
C -1.063 1.869 0.905
O -0.188 1.453 1.630
N -1.257 1.385 -0.359
C -0.656 0.218 -0.861
C -0.527 -0.885 -0.034
C -0.027 -2.070 -0.530
C 0.314 -2.186 -1.862
C 0.194 -1.088 -2.695
C -0.261 0.143 -2.215
N -0.428 1.270 -3.019
C -0.479 1.138 -4.463
H -0.941 0.189 -4.732
C 0.904 1.281 -5.115
H 0.815 1.317 -6.202
O 1.516 2.493 -4.730
C 1.634 2.569 -3.328
H 2.120 3.523 -3.114
C 0.261 2.497 -2.647
H 0.396 2.548 -1.568
H -0.347 3.345 -2.981
H 2.268 1.747 -2.957
H 1.551 0.438 -4.832
H -1.114 1.952 -4.832
H 0.470 -1.194 -3.732
H 0.665 -3.135 -2.234
S 0.110 -3.464 0.589
O -0.960 -3.372 1.539
O 0.229 -4.649 -0.212
N 1.525 -3.310 1.430
C 1.586 -2.404 2.553
C 2.177 -1.041 2.190
C 3.518 -1.225 1.482
C 3.338 -2.119 0.257
C 2.752 -3.464 0.690
H 2.522 -4.100 -0.165
H 3.472 -3.987 1.330
H 2.661 -1.635 -0.451
H 4.295 -2.285 -0.241
H 3.921 -0.255 1.186
H 4.232 -1.693 2.166
H 1.493 -0.493 1.543
H 2.307 -0.457 3.102
H 0.568 -2.310 2.932
H 2.204 -2.878 3.326
H -0.852 -0.843 0.991
H -1.878 1.869 -0.992
H -2.833 3.073 0.598
H -1.427 3.918 1.271
H -2.859 3.739 3.125
H -1.697 2.431 3.346
H -4.512 2.171 2.188
H -4.052 1.787 3.845
H -4.314 -0.209 2.412
H -3.017 0.344 1.365
H -2.713 -0.324 4.333
H -1.401 0.156 3.254
H -2.241 -1.372 2.992
```

The calculation puts the total energy at -45808.5022 eV. Its highest occupied orbital energy is -8.24 eV. For the energy relative to the best compared isomer or geometry (same formula, charge and spin), the calculation gives 37.2 kcal/mol. As for the LUMO energy: 0.01868 hartree. For the frontier orbital gap, the calculation gives 8.7 eV.

Record 6
Molecular formula: C21H34AsClO2ReS3Si
Method: DFT, ωB97M-V/def2-TZVPD

The geometry in XYZ format:
```
64
C21H34AsClO2ReS3Si, DFT ωB97M-V/def2-TZVPD
Re -0.041 0.147 0.066
C -1.517 -2.789 -1.213
C -0.080 -3.224 -1.313
S 0.896 -2.180 -0.196
C 2.377 -1.884 -1.194
C 2.165 -1.013 -2.421
S 1.224 0.504 -2.061
C -0.121 0.422 -3.271
C -1.047 -0.772 -3.111
S -1.686 -1.014 -1.410
H -2.151 -3.298 -1.940
H -1.925 -2.980 -0.218
H 0.042 -4.255 -0.981
H 0.328 -3.144 -2.318
H 3.088 -1.426 -0.511
H 2.784 -2.856 -1.477
H 3.136 -0.707 -2.808
H 1.654 -1.545 -3.222
H -0.657 1.358 -3.132
H 0.305 0.436 -4.274
H -1.921 -0.627 -3.747
H -0.571 -1.697 -3.429
Cl -2.077 7.129 1.669
C -1.380 5.585 1.384
C -0.156 5.255 1.986
C 0.440 4.029 1.784
C -0.182 3.079 0.974
O 0.400 1.896 0.772
C -1.395 3.417 0.353
C -1.978 2.520 -0.563
O -1.543 1.378 -0.833
C -1.992 4.678 0.563
H 0.326 5.988 2.620
H 1.390 3.808 2.245
H -2.859 2.841 -1.124
H -2.925 4.922 0.069
C -1.513 -2.602 5.028
Si -2.760 -1.742 3.945
C -4.022 -2.936 3.286
C -3.537 -0.294 4.813
C -1.813 -1.045 2.492
C -1.185 -0.541 1.568
H -1.994 -2.989 5.929
H -0.723 -1.919 5.349
H -1.051 -3.449 4.516
H -4.590 -3.369 4.113
H -3.552 -3.760 2.745
H -4.732 -2.446 2.618
H -4.084 -0.632 5.696
H -4.241 0.228 4.163
H -2.782 0.422 5.143
C 3.548 0.466 1.341
As 1.779 -0.134 1.849
C 2.048 -1.853 2.689
C 1.338 0.967 3.363
H 4.050 0.861 2.224
H 3.462 1.258 0.599
H 4.147 -0.352 0.946
H 2.706 -1.700 3.543
H 2.498 -2.579 2.020
H 1.077 -2.215 3.027
H 1.880 0.582 4.225
H 0.266 0.924 3.540
H 1.649 1.984 3.163
```

The calculation puts the total energy at -142284.5814 eV. Its highest occupied orbital energy (spin up / spin down) is -13.43 / -13.76 eV. The expectation value of S² is 0.765. For the energy relative to the best compared isomer or geometry (same formula, charge and spin), the calculation gives 2.4 kcal/mol. As for the spin multiplicity: 2. As for the LUMO energy (spin up / spin down): -0.23371 / -0.25995 hartree. The total charge is +2. For the frontier orbital gap (spin up / spin down), the calculation gives 7.1 / 6.7 eV.

Record 7
Molecular formula: C21H34BClIrN6O4S3
Method: DFT, ωB97M-V/def2-TZVPD

The geometry in XYZ format:
```
71
C21H34BClIrN6O4S3, DFT ωB97M-V/def2-TZVPD
Ir 0.055 -0.450 1.631
C -4.148 2.897 1.666
C -2.855 3.609 1.283
C -3.123 5.010 0.739
C -1.943 3.716 2.495
N -2.233 2.804 0.136
C -2.902 2.736 -1.069
C -2.162 1.981 -1.906
N -1.036 1.580 -1.225
B 0.020 0.708 -1.967
N 1.465 0.966 -1.435
C 2.176 2.041 -1.905
C 3.390 2.033 -1.305
N 3.418 0.955 -0.451
C 2.236 0.326 -0.548
S 1.759 -1.097 0.360
C 4.618 0.585 0.423
C 5.068 -0.819 0.035
C 5.739 1.578 0.140
C 4.222 0.689 1.892
N -0.346 -0.814 -1.936
C 0.109 -1.632 -2.935
C -0.391 -2.871 -2.713
N -1.152 -2.817 -1.571
C -1.085 -1.559 -1.096
S -1.771 -0.926 0.383
C -1.853 -4.097 -1.084
C -0.752 -5.091 -0.732
C -2.709 -4.588 -2.247
C -2.743 -3.855 0.125
C -1.109 2.078 0.020
S 0.096 1.769 1.274
H -4.623 3.443 2.480
H -3.945 1.881 2.010
H -4.856 2.852 0.839
H -3.550 5.611 1.541
H -3.832 5.021 -0.087
H -2.197 5.485 0.413
H -2.464 4.346 3.215
H -0.994 4.200 2.262
H -1.755 2.759 2.974
H -3.835 3.241 -1.240
H -2.334 1.709 -2.932
H 0.008 1.043 -3.118
H 1.772 2.716 -2.639
H 4.222 2.698 -1.434
H 5.318 -0.871 -1.025
H 4.311 -1.572 0.259
H 5.959 -1.076 0.608
H 6.077 1.544 -0.896
H 6.586 1.297 0.765
H 5.462 2.599 0.404
H 3.498 -0.063 2.198
H 3.830 1.683 2.117
H 5.120 0.540 2.491
H 0.726 -1.268 -3.737
H -0.284 -3.769 -3.293
H -0.127 -5.341 -1.589
H -1.218 -6.012 -0.383
H -0.118 -4.704 0.067
H -2.127 -4.830 -3.136
H -3.466 -3.849 -2.514
H -3.218 -5.498 -1.935
H -2.191 -3.546 1.007
H -3.213 -4.813 0.348
H -3.541 -3.140 -0.081
O -0.846 -3.051 4.278
Cl 0.200 -2.432 3.574
O 1.500 -2.822 3.948
O 0.075 -0.900 3.685
O 0.008 -2.554 2.079
```

The calculation puts the total energy at -87984.6573 eV. Its highest occupied orbital energy (spin up / spin down) is -14.70 / -14.47 eV. The expectation value of S² is 0.762. For the energy relative to the best compared isomer or geometry (same formula, charge and spin), the calculation gives 11.7 kcal/mol. As for the spin multiplicity: 2. As for the LUMO energy (spin up / spin down): -0.30044 / -0.31414 hartree. The total charge is +2. For the frontier orbital gap (spin up / spin down), the calculation gives 6.5 / 5.9 eV.